{"formula": "C10H11N3OS", "method": "wB97M-V/def2-TZVPD", "species": ["C", "C", "C", "C", "C", "C", "C", "C", "C", "C", "N", "N", "N", "O", "S", "H", "H", "H", "H", "H", "H", "H", "H", "H", "H", "H"], "positions_angstrom": [[2.03110, 3.21911, -1.13651], [0.86073, 1.30549, -1.03438], [1.33661, 1.24404, -2.34296], [-0.55061, 0.30400, 0.94915], [-1.54431, -0.78941, 0.92250], [-0.83440, -2.41968, 2.62246], [-0.36053, -3.26028, 3.48275], [-0.14131, 0.48486, -0.43869], [1.39972, 0.10160, -3.28967], [-2.80508, -0.79319, 0.20740], [1.26756, 2.50303, -0.41138], [-1.35867, -1.82901, 1.68639], [-0.10665, 0.57753, 2.19028], [0.98553, 1.31681, 2.42037], [2.36964, 2.59772, -2.71214], [2.54570, 4.07325, -0.87428], [0.62445, -3.26416, 3.74081], [-1.05913, -3.92043, 4.15925], [-0.44695, -0.42443, -1.10107], [2.35808, -0.29035, -3.47055], [0.76520, -0.67438, -3.02094], [1.10700, 0.51837, -4.35644], [-2.80808, -1.17478, -0.79619], [-3.30331, 0.16123, 0.20398], [-3.45976, -1.57762, 0.74472], [1.12746, 2.01066, 1.65516]], "atomic_forces_ev_per_a": [[-0.26, -1.59, -1.18], [-0.45, 1.58, -0.44], [1.26, -0.48, 0.19], [0.67, -0.27, 0.99], [0.35, 0.69, 1.02], [-1.33, 1.24, -2.10], [-3.26, -2.01, 2.11], [0.87, -1.43, -0.82], [-1.19, 2.71, -2.87], [-2.25, -1.53, 0.57], [-0.32, -0.54, 1.16], [1.35, -1.88, 1.86], [-1.53, -0.99, -2.28], [0.97, 2.48, -2.07], [-0.72, -0.51, 0.41], [0.59, 1.84, 0.95], [2.63, -0.12, 0.41], [1.27, 1.59, -1.46], [0.33, 1.99, 1.17], [1.49, -0.42, 0.26], [-1.30, -1.40, 0.38], [0.19, -1.02, 1.92], [0.42, -0.03, -0.90], [-0.21, 0.39, 0.04], [0.66, 1.45, -0.74], [-0.25, -1.72, 1.40]], "mol_weight_g_mol": 221.29, "total_energy_ev": -27894.19298, "largest_force_ev_per_a": 4.38}